Below is a structure of composition C33H66AlF5O15PS7, with properties calculated with wB97M-V/def2-TZVPD.

ΔE to the lowest compared entry with this formula, charge and spin   0.0 kJ/mol
Lowest unoccupied orbital energy   0.06263 Eh
Net charge   -1
DFT total energy   -171325.139 eV
Largest force on an atom   0.9 eV Å⁻¹

Each line ends with the Mulliken charge.
CARTESIAN COORDINATES (ANGSTROEM)
C -2.131647 2.488338 1.730565  -0.2475
C -3.543848 2.479429 1.158778  0.0373
C -3.561355 3.077394 -0.261138  -0.6430
Al -3.036671 1.927072 -1.789604  -0.4619
C -2.663406 3.058530 -3.390587  -0.4243
C -2.792649 2.471726 -4.795196  -0.5391
O -1.672117 1.639463 -5.128355  -0.5908
P -1.202606 0.516896 -1.346382  0.7051
C -1.672688 -0.547448 0.115952  -1.0830
C -1.206489 -0.744439 -2.732519  -1.2328
S -4.830245 0.362235 -2.244642  1.0794
O -4.509726 -0.894585 -1.572443  -0.5777
O -5.205820 0.275253 -3.656022  -0.7452
C -6.481728 0.813600 -1.399592  0.2506
F -6.547525 2.134499 -1.150324  -0.2399
F -6.550203 0.158245 -0.230126  -0.1956
C -7.734742 0.421967 -2.200761  0.4942
F -7.693761 -0.858690 -2.563972  -0.2150
F -7.892063 1.184232 -3.278549  -0.2337
F -8.831235 0.588546 -1.426994  -0.2738
H -1.428547 2.034591 1.025022  -0.3093
H -1.793743 3.511569 1.897547  -0.1194
H -2.063987 1.948467 2.679722  0.4180
H -4.179554 3.080748 1.821998  0.4129
H -3.971429 1.469685 1.186775  -0.2951
H -4.513897 3.580324 -0.456501  0.4713
H -2.793553 3.866216 -0.293841  0.3077
H -1.612400 3.359619 -3.275058  0.2255
H -3.259212 3.978693 -3.326831  0.4165
H -3.723377 1.909115 -4.914211  0.1744
H -2.801519 3.260499 -5.556563  0.3511
H -1.895486 0.727846 -4.920342  0.3399
H -1.731788 -1.588878 -0.203046  0.4720
H -2.647744 -0.294812 0.530704  0.0286
H -0.915677 -0.473834 0.898217  0.3777
H -1.199368 -1.744573 -2.296060  0.4119
H -2.099168 -0.699076 -3.361338  0.1771
H -0.312679 -0.634300 -3.348089  0.3306
C -0.027082 9.039127 2.677647  -0.5994
C 1.195030 8.135893 2.436675  -0.6502
C 0.807255 6.723659 2.878061  0.2557
S -0.961822 6.589815 2.639658  1.1320
O -1.617606 6.411221 3.911941  -0.7595
O -1.189100 5.674007 1.552820  -0.5552
C -1.219070 8.281056 2.096296  -0.8242
H 0.088516 10.013484 2.203532  0.3559
H -0.173004 9.200617 3.748044  0.2973
H 1.443859 8.133836 1.373671  0.2662
H 2.076513 8.480923 2.975097  0.3690
H 1.222008 5.926997 2.274870  -0.5755
H 1.018615 6.545147 3.930492  0.4626
H -2.193138 8.613133 2.446993  0.4201
H -1.193547 8.276844 1.006817  0.3586
C -6.848763 -2.619955 1.011972  -0.1250
C -7.386701 -4.047269 1.185432  -0.9972
C -6.419251 -4.801587 2.104118  -0.4783
S -5.669015 -3.553957 3.159174  1.2383
O -4.253289 -3.497590 2.891747  -0.6542
O -6.122630 -3.729354 4.521907  -0.7175
C -6.478077 -2.141051 2.411515  -0.7922
H -7.581239 -1.961289 0.551629  0.2766
H -5.962259 -2.621753 0.374235  0.1324
H -8.374843 -4.009337 1.650640  0.3740
H -7.492922 -4.557378 0.229227  0.3581
H -6.910376 -5.528553 2.743083  0.3826
H -5.613962 -5.282433 1.553433  0.2975
H -5.798114 -1.292139 2.429100  0.3675
H -7.362182 -1.928275 3.012996  0.3299
C -4.560499 -10.628863 4.463084  -0.5800
C -4.431242 -9.367953 5.330533  -0.6840
C -4.219756 -8.180532 4.385323  -0.5527
S -5.028100 -8.625521 2.839223  1.1415
O -4.034085 -8.747681 1.804790  -0.6733
O -6.184255 -7.790465 2.639819  -0.6253
C -5.533256 -10.270032 3.345174  -0.7330
H -4.916040 -11.482756 5.038386  0.3435
H -3.589308 -10.890445 4.037824  0.2963
H -5.348490 -9.224616 5.904677  0.3070
H -3.609407 -9.448738 6.040312  0.3317
H -4.665201 -7.255098 4.742641  0.3097
H -3.169196 -8.016203 4.154167  0.3799
H -5.489712 -10.925045 2.478488  0.3894
H -6.557496 -10.195718 3.710005  0.3444
C 3.879457 1.821662 0.306006  0.0233
C 2.860911 2.169619 -0.788700  -0.6692
C 1.954204 3.277605 -0.243315  -0.1039
S 2.951207 4.179711 0.951031  1.2217
O 2.394485 3.986882 2.269894  -0.6865
O 3.225817 5.516269 0.475241  -0.7479
C 4.414138 3.155483 0.820621  -0.8476
H 4.684246 1.194183 -0.071264  -0.0903
H 3.377946 1.289504 1.118227  0.2984
H 3.390812 2.524549 -1.675219  0.2952
H 2.269159 1.304999 -1.084055  0.2689
H 1.620402 3.978218 -1.004007  0.4847
H 1.092582 2.884765 0.294613  -0.1430
H 4.886118 3.104824 1.798842  0.4518
H 5.084369 3.627154 0.101760  0.3416
C 6.897276 -3.553949 0.088362  -0.5724
C 8.118595 -2.791117 0.622008  -0.6774
C 8.434774 -1.672017 -0.377763  -0.5772
S 6.866501 -1.252614 -1.154249  1.2175
O 6.939942 -1.593262 -2.555130  -0.7028
O 6.454876 0.069252 -0.748813  -0.7553
C 5.881747 -2.490542 -0.316893  -0.7583
H 6.481806 -4.230042 0.833853  0.3475
H 7.179401 -4.147218 -0.783841  0.2933
H 7.881374 -2.361271 1.596961  0.3012
H 8.978774 -3.445760 0.752361  0.3318
H 8.830357 -0.773899 0.088680  0.3733
H 9.105165 -1.997157 -1.170799  0.3160
H 5.110412 -2.839577 -0.999116  0.4449
H 5.428997 -2.011679 0.551083  0.3097
C 9.586859 2.432670 -5.360034  -0.5964
C 8.518387 1.357168 -5.119999  -0.5687
C 9.249104 0.048221 -4.797967  -0.3370
S 10.811497 0.522668 -4.044570  1.1304
O 11.890919 0.110670 -4.907488  -0.6798
O 10.820513 0.166300 -2.645977  -0.6301
C 10.582755 2.292680 -4.214421  -0.7120
H 9.157605 3.433068 -5.390346  0.3448
H 10.091054 2.253897 -6.312210  0.2964
H 7.891012 1.644672 -4.274399  0.2170
H 7.867101 1.233636 -5.983444  0.3560
H 8.693670 -0.572927 -4.097485  0.0929
H 9.479096 -0.520039 -5.697068  0.3504
H 11.552070 2.749074 -4.400365  0.4072
H 10.168414 2.655317 -3.274063  0.3438

Cartesian forces (eV/Å) of the 6 atoms listed first:
C 0.09 -0.14 0.09
C -0.15 0.34 0.04
C 0.08 -0.25 0.12
Al 0.43 0.74 0.21
C -0.09 -0.33 -0.17
C -0.05 0.16 -0.11